The following is a quantum chemistry calculation of a cluster of 3 separate species, C42H82N2O8S in total in a non-equilibrium geometry, from the Open Molecules 2025 dataset.

**Maximum force**: 0.19053 Eh/bohr
**Gap between HOMO and LUMO (spin up / spin down)**: 9.2 / 9.1 eV
**Spin multiplicity**: 3
**Total charge**: 0
**HOMO level (spin up / spin down)**: -8.99 / -9.44 eV

Each line ends with the Mulliken charge.
Atoms and positions in Å:
C  2.865  -0.645  3.770  -0.75
C  4.488  -0.877  3.681  -0.31
C  5.368  0.478  4.104  -0.76
C  5.287  1.599  2.911  0.52
C  6.715  2.338  2.565  -0.86
C  6.457  3.413  1.316  -0.07
C  6.408  2.460  -0.057  -0.64
C  5.587  3.180  -1.283  -0.73
C  3.969  3.083  -1.042  0.61
S  3.306  2.463  -2.680  1.09
C  3.880  0.645  -2.816  -0.75
O  1.745  2.395  -2.730  -0.59
O  3.836  3.218  -3.929  -0.69
O  3.534  1.984  -0.118  -0.31
C  2.389  2.575  0.592  0.56
O  1.204  1.989  0.779  -0.58
O  2.896  3.917  0.949  -0.27
C  3.355  4.435  -0.351  -0.36
C  2.406  5.456  -1.213  -0.79
C  0.864  5.581  -0.661  -0.44
C  0.687  6.480  0.699  -0.77
C  0.388  5.599  2.065  0.10
C  -1.105  5.826  2.705  -0.64
C  -2.022  4.457  2.441  -0.47
C  -2.915  4.544  1.057  -0.28
C  -4.172  3.442  1.088  -0.54
C  -5.181  3.618  -0.204  -0.42
C  -5.925  2.188  -0.642  -0.35
C  -7.534  2.163  -0.186  -0.42
O  -7.674  1.980  1.281  -0.29
C  -9.064  1.640  1.649  -0.62
H  2.550  0.349  4.303  0.33
H  2.373  -0.641  2.704  0.09
H  2.331  -1.532  4.364  0.20
H  4.756  -1.759  4.419  0.29
H  4.728  -1.200  2.572  0.22
H  6.459  0.082  4.315  0.31
H  4.869  0.941  5.066  0.29
H  4.823  1.053  1.962  -0.27
H  4.516  2.424  3.268  0.04
H  7.492  1.548  2.121  0.28
H  7.133  2.913  3.494  0.33
H  7.388  4.129  1.207  0.33
H  5.487  4.058  1.457  -0.02
H  6.050  1.356  0.184  0.19
H  7.540  2.341  -0.418  0.36
H  5.906  2.644  -2.279  0.38
H  5.953  4.303  -1.332  0.32
H  4.565  0.347  -1.885  0.20
H  2.960  -0.098  -2.778  0.32
H  4.532  0.444  -3.767  0.32
H  4.238  5.164  -0.013  0.40
H  2.411  5.193  -2.371  0.31
H  2.869  6.554  -1.140  0.38
H  0.235  6.133  -1.511  0.39
H  0.386  4.494  -0.579  0.16
H  -0.139  7.316  0.512  0.32
H  1.703  7.082  0.863  0.34
H  1.195  5.950  2.868  0.28
H  0.518  4.437  1.895  -0.26
H  -1.639  6.806  2.340  0.31
H  -0.963  5.896  3.888  0.28
H  -1.356  3.476  2.463  0.15
H  -2.747  4.362  3.376  0.33
H  -3.301  5.656  0.975  0.27
H  -2.230  4.325  0.113  0.04
H  -4.728  3.435  2.126  0.23
H  -3.679  2.373  0.975  0.21
H  -5.951  4.488  -0.042  0.27
H  -4.508  3.927  -1.136  0.28
H  -5.381  1.245  -0.176  0.26
H  -5.840  2.088  -1.808  0.13
H  -8.104  3.122  -0.561  0.25
H  -8.033  1.237  -0.729  0.29
H  -9.583  2.585  2.114  0.22
H  -9.702  1.299  0.729  0.28
H  -9.131  0.778  2.463  0.20
C  -4.330  -3.404  -2.830  -1.81
C  -4.992  -2.224  -3.595  1.91
C  -5.220  -2.604  -5.086  -1.31
C  -3.971  -2.537  -5.956  -0.49
C  -3.246  -1.206  -5.780  -1.28
C  -2.928  -0.896  -4.295  1.77
N  -4.143  -0.997  -3.421  0.32
O  -4.950  0.126  -3.676  -0.50
C  -1.818  -1.862  -3.801  -1.75
C  -2.249  0.509  -4.209  -1.95
C  -6.406  -2.094  -2.934  -1.89
H  -3.686  -3.047  -2.016  0.34
H  -5.071  -4.058  -2.354  0.48
H  -3.734  -4.050  -3.484  0.33
H  -5.968  -1.928  -5.526  0.40
H  -5.647  -3.611  -5.155  0.34
H  -3.301  -3.372  -5.724  0.30
H  -4.253  -2.660  -7.008  0.39
H  -2.322  -1.220  -6.373  0.39
H  -3.865  -0.410  -6.211  0.37
H  -1.607  -1.707  -2.736  0.40
H  -0.881  -1.692  -4.346  0.39
H  -2.050  -2.915  -3.949  0.30
H  -2.867  1.308  -4.632  0.36
H  -1.304  0.524  -4.765  0.42
H  -2.018  0.769  -3.167  0.49
H  -6.329  -1.803  -1.881  0.47
H  -6.949  -3.047  -2.978  0.47
H  -7.044  -1.363  -3.447  0.34
C  2.869  -7.495  3.137  -1.81
C  2.363  -6.028  3.224  1.91
C  0.845  -5.996  3.560  -1.26
C  -0.072  -6.298  2.382  -0.51
C  0.290  -5.448  1.167  -1.19
C  1.785  -5.579  0.778  1.69
N  2.699  -5.323  1.940  0.12
O  2.694  -3.940  2.193  -0.36
C  2.035  -6.993  0.189  -1.69
C  2.076  -4.629  -0.428  -1.92
C  3.120  -5.443  4.464  -1.69
H  3.692  -7.596  2.418  0.33
H  3.266  -7.855  4.093  0.49
H  2.077  -8.198  2.855  0.33
H  0.576  -5.001  3.944  0.39
H  0.626  -6.700  4.371  0.32
H  -0.031  -7.363  2.131  0.31
H  -1.111  -6.095  2.668  0.38
H  -0.349  -5.738  0.324  0.40
H  0.044  -4.402  1.385  0.33
H  3.096  -7.140  -0.046  0.37
H  1.473  -7.134  -0.742  0.42
H  1.719  -7.806  0.841  0.33
H  1.838  -3.582  -0.213  0.36
H  1.475  -4.908  -1.302  0.41
H  3.131  -4.686  -0.726  0.44
H  4.202  -5.410  4.293  0.45
H  2.942  -6.055  5.357  0.48
H  2.782  -4.431  4.724  0.19